1.
56
Properties=species:S:1:pos:R:3 method="wB97M-V/def2-TZVPD" multiplicity=1 gap_ev=8.7 max_force_ha_per_bohr=0.1393 e_homo_ev=-8.9 lumo_energy_ha=-0.00869
C 0.56 2.96 2.85
C 0.58 3.37 1.29
C 1.40 2.32 0.36
C 0.40 1.37 -0.53
C 0.52 1.79 -2.12
C 0.64 -0.19 -0.31
O -0.35 -1.15 -0.79
C -1.70 -0.76 -0.45
C -2.72 -1.99 -0.19
C -2.87 -2.19 1.43
C -4.17 -1.54 -0.72
C -4.76 -0.21 -0.04
C -4.26 -1.47 -2.35
C 0.76 -0.67 1.26
O 0.11 -0.19 2.23
O 1.69 -1.76 1.54
C 2.66 -1.73 0.46
Br 4.04 -0.42 1.16
C 3.41 -3.13 0.12
N 4.85 -3.00 -0.24
C 2.03 -0.88 -0.80
Br 3.55 0.24 -1.42
N 1.53 -1.83 -1.89
C 2.28 -1.75 -2.96
O 3.02 -1.91 -3.94
H -0.28 2.22 3.12
H 0.30 3.93 3.44
H 1.59 2.63 3.25
H 1.07 4.41 1.20
H -0.51 3.51 0.97
H 2.08 2.98 -0.32
H 2.08 1.72 1.06
H -0.66 1.73 -0.23
H -0.41 2.39 -2.43
H 0.69 0.84 -2.75
H 1.44 2.46 -2.30
H -1.79 -0.06 0.46
H -2.10 -0.13 -1.35
H -2.37 -2.99 -0.64
H -2.10 -2.92 1.87
H -3.92 -2.69 1.57
H -2.93 -1.18 1.96
H -4.90 -2.40 -0.43
H -3.98 0.53 0.35
H -5.49 -0.40 0.83
H -5.34 0.36 -0.87
H -5.34 -1.70 -2.68
H -3.47 -2.15 -2.84
H -4.04 -0.38 -2.65
H 3.38 -3.74 1.11
H 2.89 -3.72 -0.71
H 5.46 -2.89 0.58
H 5.01 -2.27 -0.96
O 3.12 4.80 1.75
H 3.75 4.96 1.04
H 3.65 4.84 2.56

2.
56
Properties=species:S:1:pos:R:3 method="wB97M-V/def2-TZVPD" multiplicity=1 gap_ev=6.4 max_force_ha_per_bohr=0.1108 e_homo_ev=-7.4 lumo_energy_ha=-0.03616
C -1.02 -3.16 -2.37
C 0.25 -2.49 -2.50
C 0.83 -1.46 -1.39
C -0.18 -0.22 -1.14
N -0.15 0.82 -2.20
C -1.49 1.17 -2.72
C -2.50 1.74 -1.58
O -3.49 1.09 -1.16
N 0.85 0.66 -3.14
C 0.41 0.17 -4.47
C 1.56 1.95 -3.43
C 0.85 3.28 -3.95
O 2.82 2.02 -3.28
C 0.07 0.48 0.34
S 0.56 2.28 -0.06
N -1.17 0.58 1.10
C -1.81 -0.71 1.44
C -2.52 -0.50 2.89
C -3.26 -1.86 3.31
O 1.23 -0.08 1.00
C 1.27 0.10 2.40
F 1.47 1.44 2.86
C 2.57 -0.72 2.92
C 2.48 -0.57 4.63
C 3.80 0.23 5.32
O 3.48 -1.37 5.40
H -1.96 -2.66 -2.81
H -1.16 -4.16 -1.82
H 0.87 -2.66 -3.45
H 0.90 -2.11 -0.44
H 1.89 -1.12 -1.61
H -1.23 -0.69 -1.20
H -1.52 1.94 -3.55
H -2.01 0.19 -3.07
H -2.29 2.81 -1.22
H 1.32 -0.24 -5.06
H -0.06 0.97 -5.16
H -0.34 -0.69 -4.45
H 1.56 4.05 -4.39
H 0.24 3.71 -3.06
H 0.06 3.08 -4.76
H 1.86 2.10 -0.55
H -1.15 1.26 1.87
H -1.08 -1.59 1.53
H -2.63 -1.04 0.72
H -1.74 -0.14 3.66
H -3.26 0.36 2.77
H -2.49 -2.68 3.50
H -3.98 -2.12 2.46
H -3.85 -1.62 4.27
H 0.40 -0.33 2.99
H 2.50 -1.84 2.71
H 3.55 -0.23 2.63
H 1.39 -0.37 5.10
H 2.99 0.90 5.86
H 4.32 0.02 6.31

3.
62
Properties=species:S:1:pos:R:3 method="wB97M-V/def2-TZVPD" multiplicity=1 gap_ev=8.7 max_force_ha_per_bohr=0.0483 e_homo_ev=-8.6 lumo_energy_ha=0.00137
C 4.31 3.66 -0.75
C 3.46 3.48 -2.02
O 2.25 2.74 -1.81
P 2.44 1.23 -1.31
O 2.55 1.08 0.14
C 1.24 0.09 -2.07
C -0.27 0.50 -2.02
C -1.21 -0.63 -1.51
C -1.69 -0.63 -0.02
S -0.17 -0.91 0.98
C -2.61 -1.93 0.17
I -2.68 -3.45 -1.45
C -2.49 -2.79 1.43
C -1.47 -3.97 1.40
C -0.91 -4.16 2.84
N 0.41 -4.84 2.72
O -3.96 -1.45 0.06
C -3.84 -0.16 -0.47
O -4.37 0.05 -1.50
C -2.75 0.48 0.41
C -2.30 1.94 0.29
I -0.34 2.45 1.02
C -2.98 2.99 -0.12
C -2.42 4.40 -0.18
I -5.02 2.91 -0.67
P -3.22 0.53 2.26
O -2.04 -0.03 3.18
O -3.31 2.09 2.69
S -4.94 -0.22 2.72
O 3.89 0.76 -1.92
C 4.46 -0.31 -1.15
C 5.52 -1.05 -1.95
H 3.65 3.59 0.11
H 5.10 2.91 -0.69
H 4.79 4.64 -0.77
H 3.17 4.49 -2.32
H 4.06 3.09 -2.84
H 1.56 -0.01 -3.11
H 1.44 -0.88 -1.61
H -0.45 1.49 -1.60
H -0.52 0.61 -3.08
H -2.03 -0.71 -2.22
H -0.60 -1.52 -1.61
H 0.47 -1.86 0.26
H -3.47 -3.27 1.55
H -2.30 -2.24 2.35
H -1.96 -4.91 1.16
H -0.61 -3.76 0.78
H -1.61 -4.81 3.36
H -0.78 -3.20 3.34
H 1.10 -4.09 2.77
H 0.55 -5.34 3.60
H -3.19 5.09 -0.51
H -2.08 4.74 0.79
H -1.65 4.40 -0.96
H -2.39 -0.64 3.85
H -3.88 2.12 3.47
H 4.95 0.07 -0.25
H 3.70 -1.04 -0.88
H 6.41 -0.46 -2.12
H 5.84 -1.90 -1.33
H 5.14 -1.48 -2.88

4.
48
Properties=species:S:1:pos:R:3 method="wB97M-V/def2-TZVPD" multiplicity=1 gap_ev=10.5 max_force_ha_per_bohr=0.0183 e_homo_ev=-12.8 charge=+1 lumo_energy_ha=-0.08673
C 5.43 2.19 -1.19
C 5.84 0.72 -1.17
C 5.23 -0.09 -0.02
C 3.71 -0.22 -0.08
C 2.99 0.79 0.81
C 1.46 0.64 0.80
C 0.84 1.13 -0.51
C -0.68 0.95 -0.57
N -1.18 -0.22 -1.35
C -0.90 -0.03 -2.79
C -0.55 -1.47 -0.90
C -2.67 -0.31 -1.19
C -3.14 -0.54 0.23
C -3.29 -1.83 0.72
C -3.73 -2.04 2.02
C -4.04 -0.96 2.83
C -3.91 0.33 2.34
C -3.47 0.54 1.05
H 4.37 2.30 -1.41
H 5.63 2.66 -0.23
H 5.98 2.72 -1.96
H 5.57 0.26 -2.12
H 6.93 0.67 -1.08
H 5.52 0.37 0.93
H 5.68 -1.08 -0.05
H 3.39 -0.10 -1.12
H 3.42 -1.22 0.24
H 3.34 0.65 1.84
H 3.25 1.81 0.52
H 1.22 -0.41 0.98
H 1.04 1.21 1.62
H 1.06 2.20 -0.60
H 1.33 0.65 -1.35
H -1.14 1.84 -1.00
H -1.05 0.84 0.45
H -1.29 -0.87 -3.36
H 0.17 0.04 -2.96
H -1.37 0.89 -3.15
H -0.96 -2.31 -1.46
H 0.52 -1.43 -1.05
H -0.76 -1.62 0.16
H -3.02 -1.13 -1.82
H -3.10 0.62 -1.56
H -3.08 -2.68 0.09
H -3.85 -3.05 2.39
H -4.38 -1.13 3.84
H -4.17 1.17 2.96
H -3.40 1.55 0.67

5.
55
Properties=species:S:1:pos:R:3 method="wB97M-V/def2-TZVPD" multiplicity=1 gap_ev=6.7 max_force_ha_per_bohr=0.0838 e_homo_ev=-12.2 charge=+1 lumo_energy_ha=-0.19989
C -0.21 3.66 3.62
C -1.44 2.65 3.14
C -1.21 2.40 1.52
C -1.56 0.82 1.14
C -0.48 -0.26 1.79
C -0.01 -1.28 0.61
N 1.51 -1.28 0.34
O 2.27 -1.83 1.28
C 3.55 -1.20 1.51
C 3.52 0.13 2.51
C 2.81 1.45 1.84
C 3.85 2.46 1.06
C 1.87 -0.81 -0.90
N 1.35 -1.61 -2.12
N 2.76 0.36 -1.22
H 0.71 3.01 3.96
H 0.10 4.27 2.65
H -0.64 4.36 4.45
H -2.48 3.17 3.26
H -1.46 1.65 3.76
H -0.11 2.58 1.17
H -1.93 3.12 0.89
H -1.62 0.79 -0.04
H -2.67 0.62 1.52
H 0.37 0.23 2.42
H -1.12 -0.91 2.56
H -0.30 -2.39 0.93
H -0.59 -1.10 -0.41
H 4.20 -0.93 0.58
H 4.21 -2.00 2.12
H 3.13 -0.13 3.60
H 4.67 0.42 2.66
H 2.36 2.08 2.75
H 1.87 1.21 1.15
H 3.31 2.89 0.09
H 4.14 3.40 1.71
H 4.81 1.86 0.69
H 2.24 -1.97 -2.56
H 0.94 -0.89 -2.79
H 2.42 0.87 -2.08
H 3.73 -0.01 -1.36
C -4.00 -1.68 -2.35
C -4.87 -2.05 -3.29
C -4.43 -2.69 -4.56
O -5.26 -3.03 -5.39
C -2.98 -2.87 -4.77
C -2.11 -2.49 -3.83
C -2.56 -1.88 -2.55
O -1.73 -1.57 -1.70
O -0.75 -2.66 -4.02
O -6.23 -1.86 -3.11
H -4.31 -1.22 -1.42
H -2.67 -3.31 -5.70
H -0.32 -2.31 -3.20
H -6.65 -2.21 -3.92

6.
60
Properties=species:S:1:pos:R:3 method="wB97M-V/def2-TZVPD" multiplicity=1 gap_ev=10.3 max_force_ha_per_bohr=0.1435 e_homo_ev=-10.2 lumo_energy_ha=0.00392
C -1.28 1.01 0.22
O -1.31 0.50 -1.11
C -0.19 0.11 -1.64
O 0.97 0.31 -1.19
O -0.53 -0.52 -2.76
C 0.48 -0.76 -3.62
H -0.69 1.93 0.23
H -0.74 0.39 0.92
H -2.22 1.13 0.76
H 0.95 0.17 -3.93
H 0.04 -1.14 -4.54
H 1.25 -1.39 -3.16
C -1.39 -2.07 1.73
O -2.25 -1.14 2.38
C -3.31 -1.53 3.21
O -3.52 -2.64 3.60
O -4.07 -0.48 3.67
C -3.81 0.88 3.16
H -0.53 -2.30 2.36
H -1.15 -1.60 0.77
H -1.89 -3.00 1.48
H -4.27 1.51 3.92
H -4.42 1.13 2.29
H -2.82 1.30 3.00
C 0.47 2.42 1.99
O 0.73 1.77 3.22
C -0.21 0.99 3.80
O -1.39 0.78 3.55
O 0.42 0.29 4.75
C -0.20 -0.53 5.60
H 0.34 1.63 1.25
H 1.28 3.04 1.60
H -0.51 2.88 2.08
H 0.34 -0.55 6.55
H -0.12 -1.46 5.03
H -1.23 -0.25 5.79
C 3.45 0.15 -2.25
C 3.30 1.19 -1.22
N 3.17 2.02 -0.40
H 3.53 -0.80 -1.72
H 4.26 0.29 -2.96
H 2.47 0.13 -2.73
C -1.43 1.78 -4.26
C -1.80 2.96 -5.04
N -2.02 3.87 -5.67
H -1.49 0.93 -4.94
H -2.16 1.66 -3.45
H -0.40 1.81 -3.91
C 2.62 -3.09 -4.72
C 2.55 -1.61 -4.49
N 2.47 -0.48 -4.25
H 2.94 -3.29 -5.75
H 1.54 -3.21 -4.78
H 3.02 -3.88 -4.09
C 1.36 -0.54 1.84
C 2.63 -0.70 1.09
N 3.65 -0.77 0.54
H 1.59 0.38 2.38
H 1.04 -1.28 2.58
H 0.49 -0.33 1.23

7.
50
Properties=species:S:1:pos:R:3 method="wB97M-V/def2-TZVPD" multiplicity=1 gap_ev=8.6 max_force_ha_per_bohr=0.0140 e_homo_ev=-10.9 charge=+1 lumo_energy_ha=-0.08545
C -5.44 -0.95 -1.65
C -4.99 -1.17 -0.21
C -5.07 0.13 0.60
O -4.20 1.14 0.10
C -2.88 1.09 0.36
C -2.11 2.11 -0.22
C -0.75 2.19 -0.02
C -0.12 1.24 0.78
O 1.26 1.21 1.01
C 1.99 2.43 0.96
C 2.63 2.72 -0.40
C 3.84 1.84 -0.75
C 3.48 0.45 -1.27
N 2.99 -0.42 -0.18
C 2.54 -1.79 -0.60
C 1.11 -1.71 -1.12
C 2.71 -2.76 0.56
C 1.84 -2.46 1.78
C -0.87 0.24 1.37
C -2.23 0.15 1.17
H -4.83 -0.18 -2.12
H -5.34 -1.87 -2.22
H -6.48 -0.64 -1.68
H -5.63 -1.90 0.27
H -3.97 -1.55 -0.20
H -6.06 0.57 0.50
H -4.87 -0.05 1.66
H -2.62 2.84 -0.82
H -0.21 3.00 -0.48
H 1.33 3.26 1.24
H 2.76 2.35 1.73
H 2.97 3.76 -0.38
H 1.89 2.64 -1.19
H 4.50 1.76 0.11
H 4.40 2.34 -1.55
H 2.69 0.53 -2.02
H 4.35 -0.02 -1.72
H 2.20 0.09 0.31
H 3.74 -0.53 0.51
H 3.20 -2.11 -1.42
H 0.76 -2.70 -1.37
H 1.05 -1.11 -2.03
H 0.44 -1.28 -0.38
H 3.77 -2.77 0.86
H 2.48 -3.76 0.20
H 2.01 -1.46 2.16
H 2.08 -3.17 2.57
H 0.79 -2.58 1.54
H -0.38 -0.47 2.02
H -2.77 -0.64 1.65

8.
52
Properties=species:S:1:pos:R:3 method="wB97M-V/def2-TZVPD" multiplicity=1 gap_ev=9.7 max_force_ha_per_bohr=0.0246 e_homo_ev=-13.2 charge=+1 lumo_energy_ha=-0.12784
C -4.98 -1.60 -0.61
C -3.69 -2.00 0.09
C -2.52 -1.12 -0.33
C -1.23 -1.41 0.43
C -0.64 -2.79 0.10
C 0.81 -2.92 0.57
C 1.79 -2.22 -0.37
C 3.20 -2.15 0.22
C 4.19 -1.46 -0.72
H 5.16 -1.36 -0.24
H 4.29 -2.01 -1.66
O 3.73 -0.15 -1.12
C 3.73 0.81 -0.23
O 4.07 0.74 0.92
C 3.15 2.10 -0.86
N 1.71 2.08 -0.77
C 0.93 1.67 -1.76
S -0.71 1.72 -1.39
C -0.33 2.31 0.19
C 1.02 2.44 0.36
C 1.74 2.90 1.58
H 2.18 3.88 1.41
H 1.05 2.98 2.42
H 2.53 2.21 1.85
C -1.43 2.58 1.16
H -1.10 3.23 1.96
H -1.77 1.63 1.59
C -2.62 3.23 0.44
O -2.98 2.36 -0.62
H -3.69 2.73 -1.14
H -3.45 3.35 1.14
H -2.34 4.21 0.05
H 1.33 1.35 -2.70
H 3.45 2.14 -1.91
H 3.55 2.96 -0.32
H 3.57 -3.16 0.40
H 3.18 -1.62 1.17
H 1.44 -1.20 -0.57
H 1.82 -2.75 -1.33
H 1.08 -3.97 0.63
H 0.91 -2.50 1.57
H -1.24 -3.56 0.58
H -0.68 -2.95 -0.98
H -0.49 -0.64 0.19
H -1.42 -1.35 1.50
H -2.34 -1.25 -1.40
H -2.80 -0.07 -0.18
H -3.83 -1.92 1.17
H -3.47 -3.04 -0.14
H -5.80 -2.24 -0.30
H -5.24 -0.57 -0.37
H -4.87 -1.68 -1.69